Molecular formula: C9H14FeN2O5
Method: DFT, ωB97M-V with the def2-TZVPD basis set

ORCA input file:
```
! RIJCOSX wB97M-V def2-TZVPD def2/J DEFGRID3
* xyz 3 6
N -1.06 1.53 -0.92
H -2.54 2.23 0.33
C -2.94 -0.10 0.61
H -0.44 2.76 -2.39
O 0.56 0.25 -0.18
H -3.54 0.46 1.35
H -1.50 -1.65 2.11
H -3.22 -1.17 0.68
H -0.04 -0.60 2.25
C -0.06 1.89 -1.87
C -0.65 0.59 -0.03
H -3.15 0.24 -0.40
H -2.86 2.42 -1.44
Fe 1.98 -1.63 0.09
H 0.10 1.05 -2.56
C -2.10 2.48 -0.65
H -1.60 -0.08 2.97
N -1.52 0.06 0.89
O -0.03 -3.53 0.81
C 3.41 -2.65 0.20
C -1.13 -0.61 2.12
C 0.81 -2.79 0.54
H 5.28 1.04 -1.44
O 2.51 -0.45 2.68
H 0.92 2.10 -1.41
C 2.35 -0.99 1.67
H 4.76 1.57 -1.53
O 1.50 -2.26 -2.68
C 1.79 -2.08 -1.58
H -1.68 3.49 -0.61
O 4.08 -3.58 0.39
*
```

As for the expectation value of S²: 8.85. As for the energy: -2099.3085 Ha. The calculation puts the HOMO energy (alpha / beta) at -19.548 / -21.331 eV. As for the HOMO-LUMO gap (alpha / beta): 8.3 / 4.7 eV.

Molecular formula: C9H14N
Method: DFT, ωB97M-V with the def2-TZVPD basis set

ORCA input file:
```
! RIJCOSX wB97M-V def2-TZVPD def2/J DEFGRID3
* xyz 1 1
N 0.76 -0.22 0.02
H 2.02 0.09 1.77
C -0.12 1.54 -1.50
C 0.25 2.79 -1.96
H -2.02 -0.11 1.73
H -0.21 -2.11 -0.75
C -1.22 0.74 -2.26
H 1.14 3.32 -1.60
C 1.76 -0.71 0.96
C -0.54 -1.63 1.49
H -0.68 -0.11 -2.83
H -0.36 3.16 -2.79
H 2.76 -0.95 0.57
H 1.47 1.66 -0.12
H -1.61 1.47 -2.93
C 0.02 -1.41 0.12
H -2.04 0.20 -1.73
C -1.16 -0.55 2.26
H 1.37 -2.88 1.71
C 0.90 -1.96 1.19
H -0.44 0.21 2.40
C 0.71 0.94 -0.53
H -1.50 -0.95 3.23
H -1.27 -2.53 1.54
*
```

As for the SMILES: C=C(C)/C=[N+]1/C[C@H]2[C@@H](C)[C@H]21. As for the energy relative to the best compared isomer or geometry (same formula, charge and spin): 92.3 kcal per mole. As for the energy: -405.7057 Ha. The calculation puts the HOMO energy at -13.713 eV. As for the HOMO-LUMO gap: 8.8 eV.

Molecular formula: C9H14N2O2
Method: DFT, ωB97M-V with the def2-TZVPD basis set

ORCA input file:
```
! RIJCOSX wB97M-V def2-TZVPD def2/J DEFGRID3
* xyz 0 1
H 0.84 1.16 0.69
C 1.53 -0.64 1.25
H -0.51 0.28 3.32
C -1.67 -0.25 -2.15
H -0.72 -2.30 -2.15
O 1.63 -1.42 -1.86
N -1.42 1.08 -1.96
O 0.02 2.88 -1.55
H -0.87 1.61 2.39
C 0.73 -0.65 -2.02
H -2.01 -0.56 1.61
H -2.77 -0.56 -2.13
H 0.33 -2.14 0.45
H -2.24 1.73 -1.88
C 1.08 0.81 1.68
C 0.25 -1.48 1.37
C -0.87 -0.35 1.32
H 1.84 -0.60 0.16
H 1.88 1.50 2.13
H 2.46 -1.01 1.85
H -1.01 0.03 0.32
C -0.28 0.73 2.27
N 0.84 0.71 -1.86
H 1.69 1.04 -1.47
H 0.08 -2.14 2.31
C -0.61 -1.12 -2.30
C -0.21 1.68 -1.81
*
```

As for the SMILES: O=c1cc[nH]c(=O)[nH]1.C1CCCC1. As for the energy relative to the best compared isomer or geometry (same formula, charge and spin): 40.1 kcal per mole. As for the energy: -611.3007 Ha. The calculation puts the HOMO energy at -9.608 eV. As for the HOMO-LUMO gap: 10.0 eV.

Molecular formula: C9H14N2O2
Method: DFT, ωB97M-V with the def2-TZVPD basis set

ORCA input file:
```
! RIJCOSX wB97M-V def2-TZVPD def2/J DEFGRID3
* xyz 0 1
C -2.15 0.10 -3.05
C -0.34 0.30 1.35
C -0.92 0.36 -3.73
C -2.21 -0.56 -1.86
H -0.48 -1.88 2.11
H -1.19 0.57 2.00
C 0.22 -1.20 1.76
H -0.77 0.35 0.40
H 2.02 1.11 3.36
H 1.21 1.48 0.51
C 1.34 -0.78 2.71
C 0.14 -0.10 -1.62
H -3.00 -1.18 -1.52
H 0.99 0.94 -3.29
O 1.10 0.03 -0.88
H -0.74 -1.14 -0.22
H 0.75 -1.62 0.75
H -3.00 0.11 -3.65
H 0.98 -0.92 3.77
C 0.65 1.26 1.49
H 2.30 -1.45 2.51
N -0.99 -0.59 -1.15
C 1.75 0.75 2.45
N 0.17 0.52 -2.84
O -0.78 0.54 -4.97
H 2.64 0.76 1.86
H 0.32 2.22 1.76
*
```

As for the SMILES: O=c1cc[nH]c(=O)[nH]1.C1CCCC1. As for the energy relative to the best compared isomer or geometry (same formula, charge and spin): 69.6 kcal per mole. As for the energy: -611.2537 Ha. The calculation puts the HOMO energy at -9.334 eV. As for the HOMO-LUMO gap: 9.5 eV.

energy of number 4 (C9H14N2O2)?
-611.2537 Ha

Which of these has the lowest energy?
C9H14FeN2O5

Among the records above, which one has the lowest energy?
C9H14FeN2O5